1.
C5H10N2 | wB97M-V/def2-TZVPD

XYZ file:
```
17
Properties=species:S:1:pos:R:3:forces:R:3:nbo_charge:R:1
C -0.254 -0.122 1.478 2.1 1.3 -3.8 -0.47
C 0.447 -0.604 0.167 3.3 2.4 -0.3 0.18
C -0.971 -0.049 0.098 1.2 -1.8 1.8 0.04
C 2.220 -0.014 -0.398 -4.3 -0.5 5.5 -0.59
C -1.666 1.111 -0.530 -1.8 0.0 -3.1 -0.63
N 0.119 -1.964 -0.212 -1.3 1.2 3.1 -0.48
N -1.283 -1.495 -0.221 -2.0 -0.1 0.2 -0.46
H -0.464 -0.775 2.233 -0.9 -1.8 1.7 0.21
H 0.388 0.695 1.784 -0.6 0.6 0.1 0.22
H 2.697 -0.799 0.206 0.5 0.8 -0.4 0.22
H 2.340 1.050 -0.079 0.1 -1.2 -0.1 0.21
H 2.278 -0.149 -1.391 0.2 -0.5 -3.5 0.19
H -1.558 2.082 -0.040 0.0 -0.4 0.3 0.23
H -2.861 0.948 -0.783 3.1 0.2 0.9 0.23
H -1.177 1.247 -1.570 -0.9 -0.1 1.4 0.22
H 0.297 -1.999 -1.150 0.7 -0.6 -3.1 0.34
H -1.812 -1.979 0.540 0.7 0.6 -0.8 0.35
```
Forces are in eV/Å.

Summary:
HOMO energy = -8.74 eV
gap between HOMO and LUMO = 9.75 eV
charge = 0


2.
C16H45Cl6O14P | wB97M-V/def2-TZVPD

XYZ file:
```
82
Properties=species:S:1:pos:R:3:forces:R:3:lowdin_charge:R:1
C -16.287 7.855 12.153 -0.2 1.3 0.2 -0.07
O -15.140 7.455 12.914 0.1 -0.3 0.1 -0.19
P -13.678 7.785 12.419 0.2 -0.4 0.3 0.41
O -13.519 9.192 11.975 0.3 -1.1 -0.1 -0.22
O -12.754 7.324 13.627 -0.4 0.1 0.0 -0.20
C -12.923 7.986 14.888 0.3 1.1 0.3 -0.11
O -13.363 6.618 11.384 -0.3 0.4 0.5 -0.20
C -12.047 6.374 10.891 0.4 0.2 -0.9 -0.09
H -16.593 8.871 12.418 0.5 0.0 0.1 0.06
H -17.155 7.276 12.459 0.3 -0.7 -0.4 0.09
H -16.039 7.872 11.094 -0.4 -0.5 -0.1 0.10
H -13.436 8.939 14.739 -0.3 -0.1 0.1 0.08
H -11.958 8.272 15.306 0.2 -0.3 -0.3 0.09
H -13.445 7.392 15.635 -0.1 -0.3 -0.5 0.03
H -12.115 6.503 9.810 0.3 0.2 0.1 0.09
H -11.690 5.355 11.038 -0.6 -0.1 0.5 0.09
H -11.305 7.041 11.327 -0.1 0.1 -0.1 0.09
Cl -15.176 8.065 17.355 -0.4 0.1 -0.2 0.61
C -14.042 8.618 18.565 0.6 -0.2 0.7 -1.01
Cl -14.720 8.507 20.199 -0.1 0.2 0.0 0.51
H -13.186 7.951 18.579 0.0 0.0 -0.2 0.02
H -13.721 9.638 18.373 -0.3 0.0 -0.1 0.04
Cl -18.983 11.716 19.855 -0.1 -0.2 -0.2 0.51
C -20.001 10.768 18.735 0.1 0.8 0.4 -0.98
Cl -21.479 10.206 19.585 0.6 0.1 -0.3 0.55
H -20.282 11.442 17.937 -0.1 -0.1 0.0 0.01
H -19.389 9.970 18.335 -0.3 -0.3 0.2 0.02
Cl -22.029 11.992 13.629 -0.3 0.1 0.1 0.52
C -20.996 11.371 12.319 -0.4 0.0 0.6 -1.02
Cl -21.929 10.978 10.875 0.1 0.1 -0.1 0.52
H -20.284 12.160 12.134 0.2 -0.3 -0.3 0.01
H -20.567 10.461 12.716 0.3 0.1 -0.2 0.00
O -18.075 11.202 12.455 0.0 0.1 -0.3 -0.10
C -17.260 12.154 11.801 0.4 0.1 0.4 -0.23
C -15.996 11.480 11.312 1.0 0.1 0.2 -0.21
O -15.240 11.092 12.462 -0.2 0.0 0.2 -0.12
H -17.497 10.777 13.116 -0.5 -0.1 0.2 0.04
H -17.795 12.678 11.008 -0.2 -0.4 -0.2 0.12
H -16.996 12.935 12.528 0.3 0.1 -0.1 0.11
H -15.338 12.140 10.741 -0.4 0.2 -0.3 0.12
H -16.219 10.591 10.718 -0.2 0.1 -0.1 0.12
H -14.493 10.479 12.237 -0.5 0.2 0.0 0.04
O -23.670 6.691 17.769 0.3 0.2 -0.1 -0.04
C -23.350 8.072 17.792 -0.8 1.1 -0.1 -0.28
C -23.750 8.801 16.524 0.3 1.3 0.1 -0.23
O -22.810 8.564 15.484 -0.1 -0.6 -0.6 -0.09
H -22.977 6.263 17.257 -0.1 -0.2 0.1 0.08
H -23.886 8.589 18.593 -0.2 -0.6 0.2 0.11
H -22.303 8.299 17.984 0.1 -0.4 -0.1 0.06
H -23.685 9.890 16.640 0.3 -0.1 0.6 0.12
H -24.807 8.721 16.243 0.2 -0.9 -0.2 0.13
H -22.857 7.641 15.206 -0.1 0.1 -0.1 0.09
O -17.250 9.903 14.686 -1.2 -0.9 0.6 -0.13
C -17.873 8.850 15.448 0.4 0.2 -0.9 -0.23
C -19.323 8.671 15.077 0.5 0.4 -0.3 -0.22
O -20.112 9.765 15.537 0.3 -0.4 -0.2 -0.08
H -16.445 10.174 15.169 0.0 0.5 -0.1 0.05
H -17.337 7.966 15.090 -0.2 -0.5 0.8 0.11
H -17.768 9.051 16.516 0.2 -0.2 0.0 0.10
H -19.648 7.710 15.482 -0.2 0.0 0.0 0.12
H -19.284 8.618 13.981 -0.5 -0.1 -0.1 0.12
H -21.045 9.552 15.382 -0.1 0.0 0.1 0.05
O -18.341 11.967 16.325 -1.0 0.1 0.4 -0.13
C -18.878 13.106 15.666 -0.6 -1.1 -0.4 -0.23
C -18.751 14.389 16.448 0.0 0.6 -0.8 -0.20
O -17.415 14.851 16.597 -0.3 1.0 0.5 -0.09
H -18.506 11.220 15.736 -0.1 0.0 0.0 0.06
H -18.372 13.098 14.690 -0.4 0.9 -0.1 0.11
H -19.940 12.921 15.458 0.0 0.2 0.0 0.10
H -19.237 14.325 17.421 0.5 -0.3 0.3 0.13
H -19.317 15.179 15.942 -0.2 -0.2 -0.3 0.12
H -17.031 15.097 15.753 -0.3 0.0 -0.2 0.10
O -15.426 11.459 15.169 0.8 0.0 0.0 -0.10
C -15.813 12.730 15.697 -0.7 -1.2 0.1 -0.19
C -16.105 12.572 17.197 0.2 1.1 0.6 -0.24
O -14.993 12.932 18.012 0.6 -0.4 0.2 -0.07
H -15.499 11.416 14.192 0.4 0.4 0.2 0.05
H -15.046 13.468 15.453 0.1 0.1 0.4 0.13
H -16.755 13.024 15.229 0.8 0.0 -0.1 0.07
H -16.425 11.586 17.523 0.5 -0.2 -0.4 0.11
H -16.942 13.236 17.441 0.8 -0.7 0.2 0.08
H -14.747 13.842 17.830 -0.1 0.1 0.0 0.07
```
Forces are in eV/Å.

Summary:
HOMO energy = -9.23 eV
gap between HOMO and LUMO = 9.43 eV
charge = 0
SMILES string = COP(=O)(OC)OC.ClCCl.ClCCl.ClCCl.OCCO.OCCO.OCCO.OCCO.OCCO


3.
C4H5NaO | wB97M-V/def2-TZVPD

XYZ file:
```
11
Properties=species:S:1:pos:R:3:forces:R:3:nbo_charge:R:1
H 0.637 0.237 3.173 0.0 0.0 0.0 -0.03
C 1.306 1.530 0.449 -0.6 -0.9 0.0 -0.20
C 0.389 0.741 0.380 0.8 1.0 -0.2 -0.02
H 2.184 2.148 0.545 -0.5 -0.2 -0.1 0.25
C -0.771 -0.134 0.223 -0.5 0.0 0.7 -0.61
C -0.534 -1.332 -0.656 0.5 -0.4 -0.3 0.48
O -0.200 -1.277 -1.819 -0.1 0.0 0.5 -0.58
H -1.633 0.416 -0.190 0.3 0.0 -0.1 0.27
H -1.114 -0.515 1.201 0.3 0.3 -0.2 0.25
H -0.673 -2.310 -0.156 -0.1 0.1 -0.3 0.13
Na 0.408 0.496 -3.150 0.0 0.1 -0.1 0.06
```
Forces are in eV/Å.

Summary:
HOMO energy (alpha / beta) = -10.40 / -3.78 eV
gap between HOMO and LUMO (alpha / beta) = 10.47 / 2.87 eV
charge = 0


For each record above, in turn, the calculated molar mass values are 98.15, 705.21, 92.07 g/mol.
For each record above, in turn, the calculated maximum force values are 7.0, 1.6, 1.3 eV/Å.
For each record above, in turn, the calculated ΔE to the lowest compared entry with this formula, charge and spin values are 519.5, 0.0, 289.3 kJ/mol.